(A)
{
  "formula": "C32H93N15O11",
  "method": "ωB97M-V with the def2-TZVPD basis set",
  "elements": ["C", "C", "C", "O", "C", "N", "H", "H", "H", "H", "H", "H", "H", "H", "H", "H", "H", "C", "C", "C", "O", "C", "N", "H", "H", "H", "H", "H", "H", "H", "H", "H", "H", "H", "C", "C", "C", "O", "C", "N", "H", "H", "H", "H", "H", "H", "H", "H", "H", "H", "H", "C", "C", "C", "O", "C", "N", "H", "H", "H", "H", "H", "H", "H", "H", "H", "H", "H", "C", "C", "C", "O", "C", "N", "H", "H", "H", "H", "H", "H", "H", "H", "H", "H", "H", "C", "C", "C", "O", "C", "N", "H", "H", "H", "H", "H", "H", "H", "H", "H", "H", "H", "C", "C", "C", "O", "C", "N", "H", "H", "H", "H", "H", "H", "H", "H", "H", "H", "H", "C", "O", "N", "N", "H", "H", "H", "H", "C", "O", "N", "N", "H", "H", "H", "H", "C", "O", "N", "N", "H", "H", "H", "H", "C", "O", "N", "N", "H", "H", "H", "H"],
  "positions_angstrom": [[-2.231, 2.002, 4.617], [-1.280, 1.039, 5.336], [-1.275, 1.126, 6.842], [-0.651, 2.330, 7.289], [-0.392, 2.298, 8.665], [-1.717, -0.249, 4.884], [-1.765, 2.986, 4.564], [-3.261, 2.191, 4.920], [-2.398, 1.768, 3.566], [-0.291, 1.236, 4.922], [-0.621, 0.310, 7.150], [-2.245, 0.762, 7.179], [0.036, 3.211, 9.079], [0.441, 1.619, 8.845], [-1.322, 2.109, 9.201], [-1.276, -1.036, 5.337], [-2.701, -0.352, 5.086], [-8.825, -4.259, -6.200], [-8.915, -4.743, -4.736], [-8.623, -3.825, -3.611], [-7.301, -3.484, -3.554], [-6.800, -2.342, -2.878], [-10.228, -5.190, -4.633], [-8.979, -5.143, -6.818], [-7.889, -3.755, -6.444], [-9.650, -3.671, -6.603], [-8.207, -5.567, -4.661], [-8.860, -4.369, -2.696], [-9.225, -2.923, -3.720], [-7.124, -1.410, -3.342], [-5.713, -2.320, -2.954], [-7.049, -2.345, -1.817], [-10.891, -4.554, -5.052], [-10.440, -5.825, -5.389], [6.116, 2.308, 5.379], [7.358, 1.457, 5.504], [7.540, 0.592, 4.211], [6.776, -0.667, 4.161], [6.779, -1.165, 2.846], [8.448, 2.470, 5.664], [6.280, 3.215, 4.797], [5.775, 2.714, 6.332], [5.235, 1.693, 5.196], [7.335, 0.806, 6.377], [8.613, 0.460, 4.070], [7.370, 1.274, 3.378], [6.554, -2.191, 2.556], [7.760, -1.081, 2.378], [5.971, -0.639, 2.337], [8.453, 3.219, 4.986], [9.277, 2.004, 5.326], [-1.385, 7.355, -1.376], [-1.223, 8.896, -1.244], [-2.270, 9.858, -2.167], [-1.687, 11.086, -1.958], [-2.585, 12.141, -2.194], [-1.386, 9.203, 0.153], [-0.696, 6.871, -0.684], [-0.950, 7.196, -2.363], [-2.363, 6.876, -1.325], [-0.205, 9.110, -1.570], [-3.285, 9.756, -1.782], [-2.335, 9.512, -3.199], [-3.287, 12.239, -1.366], [-3.148, 12.181, -3.126], [-2.075, 13.100, -2.281], [-1.199, 10.177, 0.342], [-2.381, 9.165, 0.325], [4.529, 3.252, -3.864], [5.589, 3.466, -2.769], [5.258, 4.313, -1.494], [6.508, 4.786, -0.943], [6.719, 6.127, -1.472], [5.997, 2.113, -2.415], [3.545, 3.104, -3.418], [4.573, 2.254, -4.299], [4.335, 4.100, -4.521], [6.398, 3.973, -3.296], [4.897, 3.574, -0.779], [4.458, 5.050, -1.560], [6.774, 6.072, -2.560], [7.720, 6.490, -1.239], [5.952, 6.859, -1.220], [6.423, 1.901, -1.523], [5.255, 1.433, -2.498], [4.705, -6.239, 6.992], [3.645, -5.497, 7.779], [4.107, -4.648, 8.958], [4.723, -5.317, 10.044], [5.130, -4.325, 10.985], [2.870, -4.671, 6.917], [4.198, -6.959, 6.350], [5.426, -6.690, 7.674], [5.417, -5.613, 6.453], [2.966, -6.280, 8.115], [3.310, -4.032, 9.374], [4.842, -3.953, 8.552], [4.375, -3.669, 11.418], [5.864, -3.705, 10.471], [5.830, -4.711, 11.726], [2.119, -4.236, 7.434], [3.515, -3.898, 6.836], [-3.216, 2.284, -6.831], [-3.617, 3.380, -7.877], [-4.698, 2.865, -8.888], [-5.998, 3.082, -8.331], [-6.594, 1.760, -8.111], [-3.937, 4.612, -7.220], [-2.335, 2.514, -6.231], [-2.980, 1.415, -7.445], [-3.992, 1.889, -6.176], [-2.739, 3.583, -8.491], [-4.323, 1.878, -9.158], [-4.802, 3.500, -9.767], [-6.453, 1.087, -8.957], [-7.574, 1.793, -7.635], [-6.123, 1.202, -7.302], [-3.842, 5.297, -7.956], [-4.922, 4.616, -6.994], [-2.111, -4.791, -7.244], [-1.175, -4.363, -7.921], [-3.138, -5.254, -7.901], [-2.192, -4.740, -5.961], [-3.973, -5.597, -7.447], [-3.043, -5.338, -8.903], [-1.506, -4.214, -5.438], [-3.122, -4.838, -5.578], [3.324, -7.902, -1.133], [2.180, -7.664, -0.819], [4.046, -7.117, -1.912], [3.992, -8.925, -0.769], [4.989, -7.435, -2.082], [3.541, -6.262, -2.097], [3.782, -9.389, 0.103], [4.705, -9.327, -1.361], [-3.754, -6.694, 1.756], [-4.382, -6.092, 2.615], [-2.723, -7.448, 1.961], [-4.148, -6.567, 0.501], [-2.445, -7.320, 2.924], [-1.976, -7.571, 1.293], [-4.829, -5.821, 0.492], [-3.412, -6.735, -0.169], [1.020, -1.739, -0.402], [1.622, -2.060, -1.387], [0.813, -2.464, 0.657], [0.474, -0.600, -0.215], [1.109, -3.425, 0.565], [0.174, -2.134, 1.367], [0.683, -0.015, -1.011], [0.127, -0.154, 0.622]],
  "lowdin_charge": [-0.073, -0.453, -0.214, -0.165, -0.125, 0.019, 0.073, 0.078, 0.069, 0.141, 0.114, 0.130, 0.084, 0.086, 0.092, 0.071, 0.075, -0.060, -0.469, -0.245, -0.187, -0.089, 0.017, 0.071, 0.071, 0.073, 0.147, 0.132, 0.135, 0.083, 0.083, 0.086, 0.076, 0.075, -0.090, -0.401, -0.179, -0.169, -0.143, 0.026, 0.080, 0.072, 0.081, 0.136, 0.106, 0.118, 0.081, 0.083, 0.088, 0.061, 0.051, -0.078, -0.378, -0.190, -0.190, -0.123, 0.016, 0.068, 0.064, 0.070, 0.126, 0.110, 0.112, 0.088, 0.086, 0.084, 0.065, 0.069, -0.068, -0.410, -0.185, -0.188, -0.100, 0.017, 0.067, 0.073, 0.077, 0.117, 0.113, 0.116, 0.074, 0.084, 0.084, 0.070, 0.061, -0.056, -0.480, -0.225, -0.166, -0.119, 0.035, 0.082, 0.077, 0.077, 0.139, 0.121, 0.122, 0.089, 0.079, 0.087, 0.071, 0.068, -0.058, -0.429, -0.202, -0.185, -0.089, 0.032, 0.070, 0.063, 0.064, 0.130, 0.114, 0.121, 0.085, 0.083, 0.067, 0.069, 0.065, -0.795, 0.004, 0.152, 0.176, 0.105, 0.120, 0.128, 0.110, -0.816, 0.033, 0.159, 0.152, 0.109, 0.123, 0.125, 0.115, -0.797, 0.017, 0.170, 0.152, 0.121, 0.116, 0.116, 0.105, -0.846, 0.054, 0.161, 0.156, 0.120, 0.112, 0.121, 0.120],
  "smiles": "COC[C@H](C)N.COC[C@H](C)N.COC[C@H](C)N.COC[C@H](C)N.COC[C@H](C)N.COC[C@H](C)N.COC[C@H](C)N.NC(N)=O.NC(N)=O.NC(N)=O.NC(N)=O",
  "lumo_ev": 0.05,
  "orbital_gap_ev": 8.86,
  "molar_mass_g_mol": 864.19,
  "spin_multiplicity": 1
}

(B)
{
  "formula": "C32H93N15O11",
  "method": "ωB97M-V with the def2-TZVPD basis set",
  "elements": ["C", "O", "N", "N", "H", "H", "H", "H", "C", "O", "N", "N", "H", "H", "H", "H", "C", "O", "N", "N", "H", "H", "H", "H", "C", "O", "N", "N", "H", "H", "H", "H", "C", "C", "C", "O", "C", "N", "H", "H", "H", "H", "H", "H", "H", "H", "H", "H", "H", "C", "C", "C", "O", "C", "N", "H", "H", "H", "H", "H", "H", "H", "H", "H", "H", "H", "C", "C", "C", "O", "C", "N", "H", "H", "H", "H", "H", "H", "H", "H", "H", "H", "H", "C", "C", "C", "O", "C", "N", "H", "H", "H", "H", "H", "H", "H", "H", "H", "H", "H", "C", "C", "C", "O", "C", "N", "H", "H", "H", "H", "H", "H", "H", "H", "H", "H", "H", "C", "C", "C", "O", "C", "N", "H", "H", "H", "H", "H", "H", "H", "H", "H", "H", "H", "C", "C", "C", "O", "C", "N", "H", "H", "H", "H", "H", "H", "H", "H", "H", "H", "H"],
  "positions_angstrom": [[-6.155, 12.442, -4.953], [-6.843, 11.802, -5.734], [-6.291, 13.772, -4.779], [-5.387, 11.887, -4.040], [-5.583, 14.141, -4.161], [-6.888, 14.411, -5.285], [-4.929, 12.412, -3.308], [-5.321, 10.880, -4.056], [-1.262, 9.851, -4.048], [-1.427, 9.343, -2.976], [-2.240, 10.035, -4.881], [-0.128, 10.248, -4.607], [-3.155, 9.720, -4.590], [-1.982, 10.209, -5.842], [-0.021, 10.483, -5.583], [0.664, 10.237, -3.981], [-0.989, 5.156, -2.948], [-0.960, 4.892, -1.736], [-0.687, 4.224, -3.865], [-1.191, 6.354, -3.430], [-0.489, 4.635, -4.766], [-0.453, 3.293, -3.551], [-1.063, 6.452, -4.427], [-1.494, 7.128, -2.857], [-4.863, 8.192, -3.112], [-4.638, 8.774, -4.159], [-4.109, 8.131, -2.091], [-6.028, 7.658, -2.786], [-4.506, 7.591, -1.336], [-3.237, 8.638, -2.048], [-6.357, 7.455, -1.853], [-6.640, 7.649, -3.590], [-2.043, 13.284, -3.766], [-2.866, 14.513, -3.433], [-3.237, 15.364, -4.646], [-2.049, 15.719, -5.318], [-2.339, 16.621, -6.357], [-4.009, 14.202, -2.648], [-1.262, 13.426, -4.512], [-2.746, 12.614, -4.262], [-1.545, 12.830, -2.909], [-2.204, 15.004, -2.720], [-3.657, 16.329, -4.361], [-4.009, 14.837, -5.206], [-1.470, 17.278, -6.329], [-3.222, 17.230, -6.164], [-2.320, 16.124, -7.327], [-3.777, 13.589, -1.880], [-4.616, 14.891, -2.226], [0.444, 14.721, -9.400], [1.146, 15.433, -8.298], [2.405, 14.596, -7.724], [1.954, 13.434, -7.008], [2.937, 12.805, -6.155], [1.617, 16.768, -8.713], [-0.339, 15.359, -9.809], [-0.124, 13.842, -9.096], [1.127, 14.596, -10.241], [0.384, 15.519, -7.523], [3.058, 15.272, -7.172], [2.906, 14.280, -8.639], [3.671, 12.221, -6.710], [2.458, 12.131, -5.444], [3.324, 13.519, -5.429], [2.112, 17.284, -8.000], [2.261, 16.684, -9.486], [0.089, 11.803, 2.519], [0.199, 10.315, 2.479], [-0.579, 9.702, 1.252], [-0.413, 8.236, 1.310], [-1.198, 7.473, 0.305], [1.645, 9.991, 2.318], [0.637, 12.265, 1.698], [0.529, 12.110, 3.468], [-0.961, 12.064, 2.652], [-0.213, 9.752, 3.317], [-0.207, 9.950, 0.258], [-1.587, 10.099, 1.367], [-1.048, 6.412, 0.503], [-0.736, 7.621, -0.671], [-2.273, 7.596, 0.432], [1.611, 8.989, 2.203], [1.915, 10.126, 3.282], [1.303, 12.089, -1.950], [2.180, 10.969, -1.412], [3.177, 10.519, -2.538], [2.359, 10.080, -3.566], [2.942, 9.198, -4.478], [2.887, 11.375, -0.198], [0.828, 11.922, -2.916], [2.013, 12.861, -2.245], [0.615, 12.420, -1.172], [1.421, 10.211, -1.219], [3.791, 9.695, -2.174], [3.801, 11.280, -3.005], [2.249, 8.621, -5.091], [3.626, 8.507, -3.986], [3.566, 9.864, -5.074], [2.388, 11.079, 0.628], [3.656, 10.729, -0.308], [-0.402, 8.861, -7.935], [0.419, 10.074, -7.786], [1.261, 10.438, -9.006], [2.270, 9.463, -9.451], [3.413, 9.479, -8.590], [-0.412, 11.133, -7.440], [-1.162, 8.946, -8.712], [-0.944, 8.623, -7.019], [0.293, 8.042, -8.119], [1.057, 9.927, -6.915], [1.809, 11.351, -8.772], [0.550, 10.651, -9.805], [3.170, 9.327, -7.538], [3.949, 10.409, -8.780], [4.099, 8.670, -8.842], [-1.032, 11.310, -8.218], [0.143, 11.958, -7.264], [-5.418, 13.757, 2.408], [-5.015, 13.624, 0.947], [-3.893, 12.597, 0.750], [-3.701, 12.534, -0.692], [-3.200, 11.264, -1.097], [-6.212, 13.189, 0.194], [-6.103, 14.605, 2.432], [-4.690, 14.013, 3.178], [-6.043, 12.936, 2.759], [-4.648, 14.560, 0.525], [-4.218, 11.675, 1.232], [-2.955, 12.850, 1.244], [-2.142, 11.193, -0.843], [-3.191, 11.186, -2.184], [-3.677, 10.378, -0.677], [-6.032, 13.212, -0.800], [-6.210, 12.200, 0.401], [-4.343, 9.898, -8.165], [-4.169, 11.465, -8.574], [-3.497, 11.627, -9.963], [-2.261, 10.955, -10.118], [-1.593, 11.066, -11.377], [-5.468, 12.125, -8.509], [-4.942, 9.535, -9.000], [-4.781, 9.754, -7.177], [-3.348, 9.466, -8.272], [-3.537, 11.927, -7.815], [-3.301, 12.692, -10.092], [-4.189, 11.321, -10.748], [-2.288, 11.022, -12.215], [-0.899, 10.234, -11.501], [-1.088, 12.021, -11.521], [-5.251, 13.102, -8.375], [-5.801, 11.875, -7.589]],
  "lowdin_charge": [-0.723, 0.007, 0.158, 0.190, 0.040, 0.114, 0.057, 0.082, -0.758, 0.015, 0.197, 0.201, 0.055, 0.079, 0.052, 0.056, -0.727, -0.008, 0.148, 0.188, 0.096, 0.115, 0.108, 0.071, -0.749, 0.018, 0.196, 0.162, 0.122, 0.075, 0.114, 0.121, -0.038, -0.420, -0.199, -0.181, -0.110, 0.025, 0.083, 0.062, 0.068, 0.136, 0.120, 0.111, 0.087, 0.086, 0.084, 0.018, 0.098, -0.080, -0.417, -0.157, -0.219, -0.078, 0.037, 0.078, 0.071, 0.082, 0.122, 0.111, 0.112, 0.082, 0.065, 0.089, 0.065, 0.066, -0.064, -0.424, -0.159, -0.214, -0.058, 0.039, 0.081, 0.080, 0.069, 0.138, 0.101, 0.102, 0.073, 0.071, 0.075, 0.070, 0.076, -0.061, -0.415, -0.173, -0.273, -0.090, 0.060, 0.049, 0.078, 0.075, 0.120, 0.122, 0.134, 0.090, 0.092, 0.080, 0.014, 0.056, -0.037, -0.510, -0.127, -0.178, -0.102, 0.066, 0.077, 0.071, 0.089, 0.109, 0.108, 0.107, 0.063, 0.083, 0.087, 0.070, 0.074, -0.070, -0.426, -0.160, -0.244, -0.089, 0.059, 0.075, 0.077, 0.078, 0.136, 0.123, 0.118, 0.078, 0.065, 0.082, 0.054, 0.067, -0.009, -0.404, -0.195, -0.231, -0.094, 0.046, 0.074, 0.065, 0.039, 0.113, 0.118, 0.123, 0.084, 0.086, 0.083, 0.064, 0.023],
  "smiles": "COC[C@H](C)N.COC[C@H](C)N.COC[C@H](C)N.COC[C@H](C)N.COC[C@H](C)N.COC[C@H](C)N.COC[C@H](C)N.NC(N)=O.NC(N)=O.NC(N)=O.NC(N)=O",
  "lumo_ev": 0.41,
  "orbital_gap_ev": 9.30,
  "molar_mass_g_mol": 864.19,
  "spin_multiplicity": 1
}

It is (A) that is the least stable of them.